(1)
{
  "formula": "C3H4N2O2",
  "method": "the ωB97M-V functional and the def2-TZVPD basis",
  "symbols": ["O", "O", "N", "N", "C", "C", "C", "H", "H", "H", "H"],
  "xyz": [[-0.090612, 0.863341, -2.250639], [-0.440631, -1.943569, 1.447502], [-0.480116, -0.810518, -0.624464], [0.227159, 1.182450, 0.041189], [-0.193418, 0.414086, -0.980199], [0.199602, 0.383840, 1.177508], [-0.244346, -0.824159, 0.720484], [0.765988, 0.471939, -2.467606], [0.510646, 2.146534, -0.041143], [0.502265, 0.733737, 2.147405], [-0.756537, -2.617681, 0.829962]],
  "atomic_forces_ev_per_a": [[0.3, -0.2, 0.0], [-0.1, -0.2, -0.1], [0.0, 0.2, 0.1], [-0.2, 0.0, -0.1], [0.1, 0.0, 0.4], [0.0, -0.2, 0.2], [0.1, 0.2, 0.2], [-0.1, 0.2, -1.0], [-0.1, -0.2, 0.1], [-0.1, 0.0, 0.0], [0.0, 0.1, 0.1]],
  "mulliken_charge": [-0.49, -0.52, -0.62, 0.03, 0.22, -0.56, 0.62, 0.34, 0.20, 0.41, 0.37],
  "e_homo_ha": -0.301,
  "largest_force_ev_per_a": 1.00,
  "de_lowest_kcal_mol": 35.6,
  "e_tot_ev": -10250.720,
  "smiles": "Oc1c[nH]c(O)n1",
  "gap_ev": 8.801
}



(2)
{
  "formula": "C23H47FN2O8Si",
  "method": "the ωB97M-V functional and the def2-TZVPD basis",
  "symbols": ["Si", "F", "O", "O", "O", "O", "O", "O", "O", "O", "N", "N", "C", "C", "C", "C", "C", "C", "C", "C", "C", "C", "C", "C", "C", "C", "C", "C", "C", "C", "C", "C", "C", "C", "C", "H", "H", "H", "H", "H", "H", "H", "H", "H", "H", "H", "H", "H", "H", "H", "H", "H", "H", "H", "H", "H", "H", "H", "H", "H", "H", "H", "H", "H", "H", "H", "H", "H", "H", "H", "H", "H", "H", "H", "H", "H", "H", "H", "H", "H", "H", "H"],
  "xyz": [[6.441581, -0.233668, -2.947287], [-2.624726, -0.575314, 1.084886], [-0.061427, -2.904146, -0.818426], [0.478924, -1.832978, -5.100254], [4.805269, -0.393107, -2.739518], [-0.775762, -0.198814, -0.202053], [0.200849, 0.948543, -2.360173], [-1.927488, -4.052218, -0.597173], [-5.008305, 2.575953, 3.124708], [-2.749704, 1.854560, 1.666562], [0.861314, -3.204911, 5.775775], [-3.981151, 0.352887, -1.973172], [-1.030183, -0.403172, -3.918505], [3.957152, 0.738476, -2.613933], [-1.541420, -0.398242, -1.400739], [-6.293327, 3.388213, 5.074206], [2.514672, 0.374163, -2.966648], [-1.198159, -1.954317, 2.836300], [-6.119384, 3.339138, 3.549636], [-0.230905, -2.866640, 3.590351], [-0.455095, -0.293267, -2.492491], [1.541502, 0.871689, -1.906462], [-0.605893, -1.671769, -4.604425], [-1.251555, -2.930268, -0.931426], [-1.409813, 1.442309, 1.484368], [-2.885004, 3.161330, 2.192438], [7.255565, 0.369735, -1.365340], [-2.616378, 0.712943, -1.619715], [-3.749906, 3.142592, 3.434525], [-1.331931, -0.058143, 1.086859], [-0.457055, -0.889784, 2.033107], [6.857940, 0.929332, -4.350869], [7.065226, -1.941256, -3.390262], [-2.140556, -1.818167, -1.455699], [0.403175, -2.201893, 4.809390], [-0.852571, 1.597094, 2.411712], [7.816092, -2.295606, -2.682147], [-3.259340, 2.554708, 4.217975], [-1.858943, -1.471692, 3.561682], [7.890793, -0.426456, -0.970736], [0.565327, -3.171863, 2.903758], [2.227754, 0.760310, -3.945593], [1.280451, -1.632690, 4.491873], [-3.063011, -1.843005, -0.882620], [6.249867, -2.664721, -3.420779], [-6.449712, 4.408778, 5.424674], [-1.801805, -2.560650, 2.161915], [-1.907653, 3.582732, 2.452305], [-1.350706, -2.489187, -4.630365], [-2.699659, 1.303429, -0.717694], [-0.940682, 2.017732, 0.681060], [1.597425, 0.234310, -1.016352], [-2.417634, -2.079532, -2.481327], [0.249375, -1.112036, -2.320026], [-0.622883, 0.428747, -4.493459], [0.086687, -0.225209, 2.705742], [-0.737030, -3.786521, 3.891500], [1.800265, 1.886478, -1.591518], [7.522365, -1.927933, -4.382704], [-4.463241, -0.100463, -1.209815], [-2.119851, -0.345896, -3.938501], [6.317628, 1.877511, -4.331409], [-2.873742, -3.925533, -0.727182], [4.304681, 1.551613, -3.259616], [-7.147238, 2.791375, 5.394448], [-0.308514, -1.489126, 5.248041], [-6.054369, 4.355445, 3.140808], [2.478063, -0.716021, -3.040202], [-4.052294, -0.216042, -2.804689], [6.640400, 0.441913, -5.303132], [-3.865960, 4.171302, 3.794630], [4.004283, 1.112933, -1.583521], [1.070784, -2.781944, 6.669741], [6.535730, 0.633408, -0.590027], [7.898393, 1.232493, -1.552224], [7.924627, 1.160437, -4.317920], [-3.341638, 3.804633, 1.432711], [0.132920, -3.890518, 5.931350], [-5.408798, 2.994182, 5.575343], [-2.234445, 1.394360, -2.382817], [0.286299, -1.390642, 1.408050], [-6.986534, 2.867570, 3.088516]],
  "atomic_forces_ev_per_a": [[0.2, -0.2, 0.1], [0.1, 0.0, -0.1], [0.0, 0.0, 0.0], [-0.2, 0.0, 0.1], [-0.1, 0.2, -0.2], [-0.2, -0.1, 0.1], [0.0, 0.1, -0.2], [0.0, -0.2, 0.1], [0.0, 0.0, 0.0], [0.1, -0.3, 0.0], [0.0, 0.0, -0.2], [0.1, 0.0, 0.0], [0.0, 0.0, -0.2], [0.0, 0.0, 0.1], [0.0, -0.1, 0.0], [0.0, 0.0, 0.0], [0.1, -0.3, 0.0], [0.1, 0.0, 0.2], [-0.1, 0.1, 0.1], [0.3, 0.1, -0.2], [0.2, 0.0, 0.2], [0.1, 0.0, 0.2], [0.3, -0.1, -0.1], [0.2, 0.1, -0.1], [-0.4, 0.1, 0.0], [0.0, 0.1, 0.0], [0.1, 0.0, -0.1], [-0.1, 0.1, -0.1], [-0.1, -0.1, -0.1], [-0.2, 0.0, -0.3], [0.3, -0.2, -0.1], [-0.2, 0.0, 0.0], [0.0, 0.0, -0.1], [0.0, 0.2, 0.3], [0.1, -0.1, 0.1], [0.1, 0.0, 0.0], [0.0, 0.0, 0.0], [0.0, 0.0, 0.0], [-0.2, -0.1, -0.1], [0.0, 0.0, 0.1], [-0.1, -0.1, 0.0], [0.0, 0.1, 0.0], [-0.1, 0.1, 0.0], [-0.1, 0.0, 0.1], [0.0, 0.0, 0.1], [0.0, 0.0, 0.0], [-0.1, 0.0, 0.0], [0.0, 0.0, 0.0], [-0.1, -0.1, 0.0], [0.1, 0.1, 0.2], [0.2, 0.0, 0.0], [0.0, 0.0, 0.0], [0.0, 0.0, 0.0], [0.0, 0.1, 0.0], [-0.1, 0.0, 0.1], [0.0, 0.0, 0.0], [-0.1, 0.1, 0.1], [0.0, 0.0, -0.1], [0.0, 0.0, 0.0], [0.0, 0.0, 0.0], [0.0, 0.1, 0.0], [0.0, 0.0, 0.1], [0.0, 0.0, 0.0], [0.0, 0.0, 0.0], [0.1, 0.0, 0.0], [-0.1, 0.0, 0.0], [0.1, 0.0, 0.0], [-0.1, 0.1, 0.0], [0.0, 0.0, 0.0], [0.0, 0.0, 0.0], [0.1, 0.0, 0.0], [0.0, 0.0, 0.0], [0.1, 0.0, 0.0], [0.0, 0.0, 0.0], [0.0, 0.0, 0.1], [0.0, 0.0, -0.1], [0.0, 0.0, 0.0], [0.0, 0.0, 0.1], [0.0, 0.0, 0.0], [0.0, 0.0, 0.0], [0.0, 0.0, 0.0], [0.0, 0.0, 0.0]],
  "mulliken_charge": [0.52, -0.45, -0.49, -0.46, -0.17, -0.63, -0.52, -0.55, -0.32, -0.31, -0.63, -0.56, -0.91, -0.45, 1.86, -0.95, -0.37, -0.23, -0.38, -0.88, -0.24, -0.64, -0.25, 0.40, -1.32, -0.73, -1.10, -0.96, -0.49, 1.86, -1.81, -1.15, -1.10, -2.30, -0.37, 0.64, 0.34, 0.26, 0.27, 0.34, 0.26, 0.32, 0.22, 1.09, 0.29, 0.30, 0.36, 0.46, 0.35, -0.26, 0.40, 0.21, 0.46, 0.85, 0.59, 0.62, 0.50, 0.59, 0.30, 0.27, 0.27, 0.33, 0.43, 0.23, 0.30, 0.28, 0.33, 0.16, 0.35, 0.28, 0.48, 0.31, 0.23, 0.28, 0.31, 0.39, 0.23, 0.22, 0.31, 0.51, 0.50, 0.31],
  "e_homo_ha": -0.339,
  "largest_force_ev_per_a": 0.40,
  "e_tot_ev": -54568.521,
  "smiles": "CCOCCOC[C@](F)(CCCCN)O[C@](CN)(CC(=O)O)[C@@H](CC=O)OCCCO[Si](C)(C)C",
  "gap_ev": 9.597
}



(3)
{
  "formula": "C3H3KLiO4",
  "method": "the ωB97M-V functional and the def2-TZVPD basis",
  "symbols": ["K", "O", "O", "O", "O", "C", "C", "C", "Li", "H", "H", "H"],
  "xyz": [[4.901502, 0.242721, -0.936693], [2.060766, -0.763395, 0.136782], [2.022656, 1.340291, -0.588045], [0.104901, 0.410366, 0.032945], [-2.395480, 0.912942, 0.317016], [-2.073133, -0.301037, 0.082101], [1.516638, 0.289644, -0.189108], [-0.655007, -0.646842, 0.313863], [-1.017436, 2.198153, 0.214277], [-2.533927, -0.780319, -0.814100], [-0.263283, -1.253558, 1.143300], [-1.668195, -1.648963, 0.287665]],
  "atomic_forces_ev_per_a": [[-0.7, 0.0, 0.2], [-0.6, -0.3, -0.3], [-0.5, 0.4, -0.3], [0.2, 1.0, -1.5], [-0.6, -1.2, 0.9], [0.3, 1.5, -2.5], [2.4, -0.1, 0.7], [0.5, -0.6, 2.3], [0.2, -0.5, 0.0], [-0.4, 0.4, 0.5], [0.1, 0.3, -0.2], [-0.7, -1.0, 0.2]],
  "mulliken_charge": [0.95, -0.68, -0.71, -0.28, -0.70, -0.03, 0.63, -0.01, 0.90, 0.29, 0.34, 0.29],
  "e_homo_ha": [-0.456, -0.450],
  "largest_force_ev_per_a": 2.91,
  "de_lowest_kcal_mol": 108.8,
  "e_tot_ev": -27870.034,
  "total_charge": 1,
  "gap_ev": [7.500, 7.363]
}



(4)
{
  "formula": "C4H5N3O2",
  "method": "the ωB97M-V functional and the def2-TZVPD basis",
  "symbols": ["O", "O", "N", "N", "N", "C", "C", "C", "C", "H", "H", "H", "H", "H"],
  "xyz": [[1.973188, 1.880249, -0.022863], [3.329863, 0.187983, 0.316382], [1.148575, -1.661786, -0.032550], [0.076572, -2.256255, -0.184289], [2.294471, 0.739258, 0.147464], [-0.409403, -0.003892, 0.039679], [0.891017, -0.384360, 0.224448], [-1.018279, -1.384164, -0.059310], [-1.136034, 1.326069, -0.096551], [-1.784308, -1.626036, -0.885942], [-0.969219, 1.951251, -1.020126], [-0.684425, 1.929886, 0.682640], [-1.538251, -1.685876, 0.866307], [-2.173764, 0.987670, 0.024709]],
  "atomic_forces_ev_per_a": [[0.6, 0.3, -0.1], [0.6, 0.7, -0.1], [5.3, 3.7, 2.3], [-3.2, -3.5, -2.2], [-3.6, -3.2, 0.5], [-3.9, 1.2, -1.4], [6.8, 0.6, -0.9], [-3.4, 0.1, 0.1], [1.0, -1.5, -0.4], [0.9, 0.7, 0.9], [-0.2, -1.1, 0.5], [-0.6, 0.4, 0.5], [-0.3, 0.3, 0.1], [0.1, 1.2, 0.1]],
  "lowdin_spin": [0.00, 0.01, 0.16, 0.52, 0.01, 0.55, 0.41, 0.12, 0.08, 0.04, 0.03, 0.02, 0.05, 0.00],
  "e_homo_ha": [-0.260, -0.360],
  "largest_force_ev_per_a": 6.92,
  "de_lowest_kcal_mol": 88.8,
  "e_tot_ev": -12785.084,
  "spin_multiplicity": 3,
  "gap_ev": [7.303, 6.545]
}